Entry 1:
13
Properties=species:S:1:pos:R:3:forces:R:3 method="wB97M-V/def2-TZVPD" de_lowest_kcal_mol=20.60 homo_energy_ev=-7.4 e_tot_ha=-340.7621
N -2.24655 -0.49560 0.29155 -0.0695 0.1501 -0.0690
C -0.91688 -0.04644 0.12149 0.1655 0.1457 -0.0287
C -0.33983 1.18193 -0.02488 -0.1641 -0.0523 0.0013
C 1.07973 0.98721 -0.16164 0.1288 -0.1049 -0.0305
C 1.28750 -0.36173 -0.10029 -0.1928 0.2061 0.0520
O 2.39187 -1.14883 -0.18919 0.1437 0.1388 0.0715
N 0.08871 -0.99771 0.06552 0.0427 0.0318 0.1238
H -2.66357 -0.74697 -0.60106 0.0428 -0.0120 0.1471
H -2.81862 0.23216 0.70246 0.0630 -0.0964 0.0120
H -0.86571 2.12761 -0.05891 0.0785 -0.1549 -0.0428
H 1.83101 1.75044 -0.31774 -0.1102 -0.1337 -0.0014
H 3.16664 -0.57612 -0.22129 -0.0667 -0.0922 0.0023
H 0.00569 -1.90596 0.49396 -0.0616 -0.0261 -0.2377

Entry 2:
8
Properties=species:S:1:pos:R:3:forces:R:3 method="wB97M-V/def2-TZVPD" multiplicity=2 de_lowest_kcal_mol=16.34 homo_energy_ev="-21.4 / -21.4" charge=+2 e_tot_ha=-399.1018
H 0.40734 -1.71385 0.14987 2.2771 2.3251 0.5328
O 0.82534 -0.74261 0.25082 -4.7427 -3.7608 -0.5909
C -0.34678 0.02167 0.20555 1.1452 -0.8660 -1.3219
C -0.59047 1.01635 -0.85097 -3.0941 3.2428 1.9130
Ag 2.71788 -0.24908 0.03985 3.7515 0.6964 -0.2780
H -0.44067 0.53528 1.18144 -1.3433 -0.5026 -0.1294
H -1.01976 -0.68876 -0.47570 -0.8552 1.0167 1.8791
F -1.55287 1.82100 -0.50087 2.8615 -2.1515 -2.0048

Entry 3:
18
Properties=species:S:1:pos:R:3:forces:R:3 method="wB97M-V/def2-TZVPD" de_lowest_kcal_mol=72.36 homo_energy_ev=-9.1 e_tot_ha=-327.0160
C 0.16350 1.06004 -2.27689 -0.2346 -1.7895 1.6369
C 1.14368 1.21955 -1.33880 -1.7733 0.0428 -4.3484
C 1.15854 0.76866 -0.00344 -1.5321 -0.9277 4.0902
C -0.12640 0.08648 0.67386 -1.3869 2.0811 -2.9651
N -0.26330 0.44384 2.09985 0.7847 -1.2685 0.3127
C -0.30412 -1.32215 0.10322 2.1627 -1.7616 2.8992
O -1.57969 -1.86165 0.47241 -1.3092 -0.6047 -1.7469
H 0.35187 1.25002 -3.33516 -0.2890 0.4050 0.4213
H -0.81200 0.42867 -2.00218 2.2652 1.6718 -0.7268
H 2.06515 1.74107 -1.57816 -0.0438 0.0240 -0.5201
H 1.24932 1.70503 0.54891 0.5152 -0.0343 0.6278
H 2.05075 0.14759 0.17220 -0.1202 0.2018 0.1773
H -1.04718 0.59611 0.20383 1.2959 -0.2749 0.3667
H -0.50880 -0.35543 2.70626 0.1224 0.5089 -0.6392
H 0.60564 0.83964 2.46954 -0.3012 -0.3381 -0.2359
H -0.02229 -1.42244 -0.93429 -0.4929 0.4938 -0.4605
H 0.59213 -1.95835 0.60871 -2.1478 0.7558 -0.7139
H -2.25506 -2.06109 -0.28558 2.4851 0.8145 1.8246

Entry 4:
13
Properties=species:S:1:pos:R:3:forces:R:3 method="wB97M-V/def2-TZVPD" de_lowest_kcal_mol=117.74 homo_energy_ev=-9.4 e_tot_ha=-336.7616
C 1.49423 -0.82298 -1.36245 0.5392 -1.8419 0.5852
C 0.74116 0.19009 -0.25757 -0.6512 -3.1255 -2.1448
C -0.09680 1.09996 1.44005 0.5402 0.2842 0.2111
H 2.82755 -0.82191 -1.51164 -4.5832 0.6758 0.4721
H 1.33426 -1.82300 -0.72381 0.5103 1.8227 -1.6836
H 0.84055 -1.05539 -2.45580 2.1629 1.2776 3.5371
H -0.01602 1.85532 2.22371 -0.9314 -0.6676 0.0371
H -1.24661 -2.02648 -0.30302 -0.5010 2.7492 -1.1331
H -2.46612 -0.51426 -0.69385 4.1199 -3.1875 -0.9168
N 1.08857 0.84310 0.80757 0.3854 1.0039 -0.3203
N -1.16112 0.49531 0.88643 0.3836 2.4065 2.8494
N -0.62920 -0.02520 -0.14447 1.8717 -3.6552 -4.0627
N -1.31327 -1.08703 -0.90035 -3.8463 2.2579 2.5693